[1]
68
Properties=species:S:1:pos:R:3 method="wB97M-V/def2-TZVPD" charge=-1 multiplicity=1 e_lumo_ev=1.78 homo_ev=-3.20
C 2.82717 -4.75752 0.08279
C 4.21389 -4.86208 0.68366
F 5.16515 -4.64144 -0.35474
C 4.42638 -3.89739 1.82553
Al 3.66674 -4.57650 3.59002
P 4.41476 -6.73144 4.23886
O 5.29155 -7.46968 2.97647
O 5.44252 -6.63078 5.59040
H 2.89216 -4.64867 -0.99495
H 2.21301 -5.62310 0.29192
H 2.32204 -3.87078 0.44394
H 4.38904 -5.87312 1.04567
H 3.91349 -2.97114 1.54886
H 5.49030 -3.66202 1.85268
H 2.06079 -4.68461 3.39383
H 3.95838 -3.46397 4.73325
H 6.22143 -7.62374 3.19982
H 6.37356 -6.78878 5.37093
N 0.60200 -0.94943 -1.57967
C 0.41730 -1.04116 -2.93658
C 1.55904 -1.56382 -3.47918
C 2.46902 -1.79503 -2.41127
C 1.85076 -1.40793 -1.25515
H -0.06988 -0.59994 -0.92271
H -0.50690 -0.73175 -3.39665
H 1.72527 -1.75835 -4.52530
H 3.46385 -2.20108 -2.48199
H 2.18903 -1.42083 -0.23274
N -2.71464 1.05828 -2.31617
C -2.80909 2.30813 -2.86333
C -4.13342 2.55780 -3.10469
C -4.86599 1.41449 -2.68437
C -3.96231 0.50634 -2.20209
H -1.85790 0.61220 -2.04594
H -1.93101 2.90742 -3.03261
H -4.53380 3.45994 -3.53568
H -5.93296 1.27552 -2.73186
H -4.09887 -0.47932 -1.79100
N -1.41471 -0.50597 1.68342
C -0.48973 -1.35914 2.23359
C 0.03695 -0.74562 3.33651
C -0.59488 0.52305 3.46460
C -1.48637 0.64261 2.43311
H -1.96282 -0.69620 0.86514
H -0.28865 -2.32405 1.79859
H 0.78983 -1.16685 3.98195
H -0.41547 1.26051 4.22837
H -2.16324 1.43578 2.16379
N 1.28520 2.10075 0.14618
C 0.91374 3.23697 -0.51915
C 2.01896 4.03775 -0.63149
C 3.09902 3.35394 -0.01158
C 2.61374 2.16183 0.45662
H 0.67197 1.33998 0.37640
H -0.10067 3.37815 -0.85303
H 2.04986 5.00455 -1.10549
H 4.11564 3.69692 0.07989
H 3.09750 1.35622 0.98172
N -6.41175 5.97163 -0.45293
C -5.86726 5.34088 -1.53693
C -6.04014 6.15583 -2.62391
C -6.71280 7.32489 -2.17541
C -6.92699 7.18150 -0.83076
H -6.43008 5.60175 0.47901
H -5.40640 4.37252 -1.44255
H -5.71945 5.93964 -3.62929
H -7.00468 8.17306 -2.77147
H -7.39818 7.83243 -0.11485

=====

[2]
114
Properties=species:S:1:pos:R:3 method="wB97M-V/def2-TZVPD" charge=-1 multiplicity=1 e_lumo_ev=1.61 homo_ev=-4.91
O 0.64758 1.31832 -0.71431
C -0.32065 1.23793 0.35818
C -0.16021 -0.06462 1.30110
C -0.43041 0.36763 2.82253
C 0.79209 0.10380 3.83461
Ga 2.67513 0.47059 3.06776
C 3.79638 -1.24163 3.36194
C 5.38822 -1.03024 3.52350
S 5.96225 0.72895 3.62305
C 6.23738 1.34593 1.91192
N 6.19909 0.65875 0.66853
N 6.42744 1.56085 -0.33133
C 6.64398 2.81954 0.31781
O 6.54247 2.73299 1.74632
H 1.44363 0.81910 -0.43099
H -0.37671 2.21798 0.96928
H -1.35651 1.15918 -0.15459
H -1.01869 -0.77768 0.99411
H 0.80247 -0.64492 1.12914
H -0.81158 1.45251 2.93395
H -1.31089 -0.28494 3.19999
H 0.64890 0.84830 4.71101
H 0.72214 -0.94006 4.33258
H 2.59651 0.71132 1.46602
H 3.24045 1.78730 3.77556
H 3.42703 -1.74081 4.33842
H 3.59448 -1.96616 2.48721
H 5.71063 -1.58278 4.48602
H 5.88326 -1.62900 2.66835
H 6.85214 3.80308 -0.23422
C -5.39083 -1.57671 -3.00627
O -4.74493 -0.42218 -3.54184
C -3.41144 -0.39894 -3.34740
O -2.76573 -1.24390 -2.78151
O -2.93005 0.72857 -3.89246
C -1.51537 0.88842 -3.75908
H -6.45742 -1.49121 -3.21751
H -5.01627 -2.48474 -3.48412
H -5.25657 -1.62605 -1.92373
H -0.98658 0.07819 -4.26599
H -1.22969 0.93694 -2.70599
H -1.23904 1.83022 -4.23424
C 8.27694 1.97184 5.97056
O 8.19071 1.99891 7.39698
C 7.59675 3.09503 7.89342
O 7.15317 4.01435 7.25183
O 7.58325 2.98904 9.23452
C 6.97734 4.09352 9.90244
H 8.77364 1.04443 5.68402
H 7.28154 1.98173 5.52194
H 8.87402 2.81044 5.60486
H 5.92887 4.19151 9.61346
H 7.52324 5.01634 9.69409
H 7.02164 3.90188 10.97517
C 8.56318 -0.47610 -0.04027
O 9.93662 -0.87443 0.05320
C 10.52725 -1.10312 -1.12774
O 10.00940 -1.00244 -2.21309
O 11.80268 -1.46586 -0.89291
C 12.55639 -1.74217 -2.07001
H 8.19212 -0.32017 0.97013
H 8.47137 0.46053 -0.59024
H 7.96573 -1.26037 -0.50969
H 12.62305 -0.85418 -2.70263
H 12.11814 -2.57702 -2.62149
H 13.56433 -2.02308 -1.76199
C -9.90005 -2.34110 -2.85364
O -8.84088 -3.19516 -2.42480
C -9.19695 -4.08658 -1.48522
O -10.29624 -4.20781 -1.00357
O -8.11454 -4.81877 -1.17628
C -8.34632 -5.81478 -0.18198
H -9.49793 -1.66605 -3.60989
H -10.70658 -2.92354 -3.30409
H -10.27421 -1.74276 -2.02006
H -9.09095 -6.53627 -0.52533
H -8.65845 -5.35541 0.75836
H -7.40684 -6.34192 -0.01345
C 0.35146 3.11788 11.20019
O 1.71816 2.72190 11.28953
C 2.30403 2.49599 10.09986
O 1.77785 2.60078 9.02159
O 3.57754 2.13362 10.32586
C 4.32848 1.85952 9.14205
H -0.01747 3.27229 12.21490
H 0.25731 4.05736 10.65120
H -0.24693 2.33439 10.73021
H 4.39211 2.74940 8.51146
H 3.88876 1.02599 8.59034
H 5.33811 1.57813 9.44383
C -6.09308 2.06278 -10.16146
O -5.88936 0.94848 -9.29492
C -5.26678 1.25408 -8.13826
O -4.89127 2.35068 -7.80710
O -5.13641 0.12411 -7.41999
C -4.48608 0.30106 -6.15668
H -6.59912 1.69987 -11.05680
H -6.72929 2.81124 -9.68404
H -5.13734 2.50029 -10.45786
H -5.05804 0.97745 -5.52093
H -3.46870 0.66920 -6.29608
H -4.43672 -0.66965 -5.67007
C -11.07736 -3.76959 -9.67546
O -10.11789 -3.40070 -8.68769
C -9.26371 -2.43922 -9.08122
O -9.25661 -1.89660 -10.15935
O -8.42281 -2.18983 -8.06665
C -7.44940 -1.17897 -8.34458
H -11.71057 -4.54888 -9.24993
H -11.70757 -2.91708 -9.93828
H -10.58261 -4.17204 -10.56214
H -7.93474 -0.22398 -8.55346
H -6.81034 -1.47838 -9.17705
H -6.82909 -1.06183 -7.46091